[1]
3 unconnected molecules or ions with the total composition C2H10O2 in a non-equilibrium geometry, computed with ωB97M-V/def2-TZVPD.

The geometry in XYZ format:
```
14
Properties=species:S:1:pos:R:3:mulliken_charge:R:1
C 1.97 0.14 -1.25 -0.840
C 0.54 -0.28 -1.76 -0.633
H 2.31 1.15 -1.51 0.305
H 2.79 -0.57 -1.51 0.274
H 2.00 0.30 -0.16 0.243
H 0.02 0.49 -1.20 0.127
H 0.33 -0.19 -2.83 0.280
H 0.23 -1.29 -1.59 0.258
O -2.79 -1.26 2.15 -0.630
H -3.50 -0.72 2.52 0.325
H -2.17 -0.53 2.05 0.352
O -0.90 1.08 1.73 -0.715
H -0.34 1.15 0.95 0.325
H -0.48 0.55 2.40 0.329
```

Output
Frontier orbital gap: 11.81 eV
Electronic energy: -6330.5670 eV
Net charge: 0
SMILES: CC.O.O
ΔE to the lowest compared entry with this formula, charge and spin: 0.684 eV
HOMO: -11.21 eV

[2]
3 unconnected molecules or ions with the total composition C2H10O2S2 in a non-equilibrium geometry, computed with ωB97M-V/def2-TZVPD.

The geometry in XYZ format:
```
16
Properties=species:S:1:pos:R:3:mulliken_charge:R:1
C 1.05 2.62 0.28 -1.107
C 0.35 1.26 0.13 0.017
S -0.65 0.87 1.60 -0.089
S -1.69 -0.77 0.90 -0.237
H 1.38 2.76 1.30 0.331
H 1.93 2.60 -0.37 0.329
H 0.33 3.40 0.02 0.295
H -0.33 1.24 -0.73 0.407
H 1.06 0.45 0.01 -0.109
H -1.02 -1.70 1.58 0.164
O -3.47 -2.78 -1.47 -0.604
H -2.80 -3.48 -1.46 0.313
H -3.01 -1.98 -1.22 0.282
O 2.54 -1.60 -0.48 -0.639
H 2.74 -1.47 0.46 0.323
H 1.59 -1.41 -0.54 0.326
```

Output
Frontier orbital gap: 9.59 eV
Electronic energy: -28001.5717 eV
Net charge: 0
SMILES: CCSS.O.O
ΔE to the lowest compared entry with this formula, charge and spin: 0.547 eV
HOMO: -9.33 eV

[3]
3 unconnected molecules or ions with the total composition C2H10O2S2 in a non-equilibrium geometry, computed with ωB97M-V/def2-TZVPD.

The geometry in XYZ format:
```
16
Properties=species:S:1:pos:R:3:mulliken_charge:R:1
C -0.30 0.44 -0.60 -0.744
S 0.25 0.29 -2.38 -0.077
S 0.02 -1.76 -2.66 -0.073
C -0.08 -2.63 -1.09 -0.813
H 0.69 0.61 -0.04 0.315
H -0.93 -0.31 -0.11 0.273
H -0.90 1.45 -0.61 0.245
H 0.38 -2.18 -0.18 0.318
H 0.41 -3.59 -1.28 0.299
H -1.14 -2.80 -0.76 0.273
O 2.93 4.06 1.60 -0.654
H 3.86 4.33 1.68 0.327
H 2.92 3.13 1.14 0.326
O -2.34 -0.29 1.77 -0.642
H -2.75 -1.15 1.86 0.308
H -3.00 0.39 1.65 0.319
```

Output
Frontier orbital gap: 8.07 eV
Electronic energy: -28000.5270 eV
Net charge: 0
SMILES: CSSC.O.O
ΔE to the lowest compared entry with this formula, charge and spin: 1.592 eV
HOMO: -7.63 eV

[4]
3 unconnected molecules or ions with the total composition C2H10O2S2 in a non-equilibrium geometry, computed with ωB97M-V/def2-TZVPD.

The geometry in XYZ format:
```
16
Properties=species:S:1:pos:R:3:mulliken_charge:R:1
C 0.31 -0.25 -2.15 -1.097
C 0.47 -1.03 -0.85 -0.196
S -1.18 -1.46 -0.15 -0.148
S -0.60 -1.97 1.83 -0.257
H -0.21 -0.85 -2.90 0.351
H -0.29 0.70 -1.98 0.259
H 1.28 0.05 -2.53 0.326
H 0.99 -1.96 -1.02 0.402
H 1.01 -0.47 -0.10 0.238
H 0.38 -1.64 2.74 0.172
O 1.23 1.28 1.29 -0.647
H 1.55 1.86 1.98 0.301
H 0.25 1.35 1.32 0.384
O -1.56 1.52 1.18 -0.672
H -1.72 0.68 0.71 0.272
H -1.92 2.21 0.62 0.313
```

Output
Frontier orbital gap: 7.90 eV
Electronic energy: -28000.6999 eV
Net charge: 0
SMILES: CCSS.O.O
ΔE to the lowest compared entry with this formula, charge and spin: 1.419 eV
HOMO: -8.57 eV

[5]
4 unconnected molecules or ions with the total composition C2H10O2S2 in a non-equilibrium geometry, computed with ωB97M-V/def2-TZVPD.

The geometry in XYZ format:
```
16
Properties=species:S:1:pos:R:3:mulliken_charge:R:1
C 1.17 -1.49 1.00 -1.055
C -0.23 -1.62 0.42 -0.228
S -1.51 -0.73 1.16 -0.028
S 1.59 0.00 -1.73 -0.358
H 1.92 -1.79 0.28 0.336
H 1.20 -2.08 1.91 0.398
H 1.30 -0.46 1.37 0.312
H -0.56 -2.68 0.45 0.346
H -0.22 -1.40 -0.70 0.141
H 1.14 -0.02 -2.99 0.148
H 1.40 2.76 0.04 0.282
H 0.82 1.41 -0.29 0.222
O 0.86 2.06 0.42 -0.539
H -2.98 1.50 -0.18 0.317
H -1.51 1.17 -0.22 0.274
O -2.12 1.90 -0.37 -0.567
```

Output
Frontier orbital gap: 4.37 eV
Electronic energy: -27996.9605 eV
Net charge: 0
ΔE to the lowest compared entry with this formula, charge and spin: 5.159 eV
HOMO: -8.94 eV

[6]
2 unconnected molecules or ions with the total composition C2H11N2O in a non-equilibrium geometry, computed with ωB97M-V/def2-TZVPD.

The geometry in XYZ format:
```
16
Properties=species:S:1:pos:R:3:mulliken_charge:R:1
N -0.98 0.86 0.18 -0.304
C -0.21 0.96 -1.14 -0.549
C 0.71 -0.23 -1.43 -0.386
N 0.82 -1.11 -0.13 -0.673
H -1.97 1.05 0.10 0.359
H -0.81 -0.01 0.77 0.453
H -0.65 1.61 0.78 0.356
H -0.88 1.11 -2.05 0.297
H 0.23 1.95 -1.27 0.339
H 0.23 -0.87 -2.21 0.281
H 1.79 -0.15 -1.69 0.366
H 0.98 -2.11 -0.31 0.232
H 1.67 -0.85 0.34 0.264
H 0.17 -1.20 2.26 0.316
H -0.67 -0.52 3.39 0.325
O -0.45 -0.47 2.40 -0.677
```

Output
Frontier orbital gap: 11.03 eV
Electronic energy: -7273.0629 eV
Net charge: +1
ΔE to the lowest compared entry with this formula, charge and spin: 1.213 eV
HOMO: -14.24 eV

[7]
3 unconnected molecules or ions with the total composition C2H11N2O2 in a non-equilibrium geometry, computed with ωB97M-V/def2-TZVPD.

The geometry in XYZ format:
```
17
Properties=species:S:1:pos:R:3:mulliken_charge:R:1
C 1.00 0.60 -0.23 -0.022
C 0.10 1.30 -0.90 -0.482
N -1.04 0.66 -1.58 -0.316
N 1.26 -0.77 -0.08 -0.526
H 1.87 1.07 0.20 0.304
H 0.03 2.38 -0.90 0.408
H -0.84 -0.34 -1.67 0.377
H -1.23 1.11 -2.47 0.348
H -1.90 0.71 -1.01 0.387
H 2.23 -0.99 -0.03 0.265
H 0.69 -1.28 0.58 0.238
H -3.42 -0.96 -1.58 0.337
H -3.70 -1.55 -0.15 0.326
O -3.03 -1.25 -0.76 -0.650
H 3.13 0.13 3.09 0.321
H 1.87 -0.60 3.74 0.316
O 2.18 0.02 3.07 -0.628
```

Output
Frontier orbital gap: 9.92 eV
Electronic energy: -9320.3425 eV
Net charge: +1
ΔE to the lowest compared entry with this formula, charge and spin: 1.964 eV
HOMO: -13.27 eV

[8]
3 unconnected molecules or ions with the total composition C2H11N2O2 in a non-equilibrium geometry, computed with ωB97M-V/def2-TZVPD.

The geometry in XYZ format:
```
17
Properties=species:S:1:pos:R:3:mulliken_charge:R:1
C -0.75 0.79 0.40 -0.616
C -0.40 1.96 -0.16 0.050
N 0.83 2.50 -0.39 -0.346
N -0.25 -0.57 -0.08 -0.105
H -1.52 0.80 1.15 0.328
H -1.16 2.75 -0.18 0.315
H 1.67 2.12 -0.01 0.199
H 0.87 3.28 -1.03 0.226
H 0.75 -0.57 0.14 0.324
H -0.48 -0.46 -1.06 0.394
H -0.84 -1.21 0.43 0.284
H -2.43 -2.35 -0.20 0.319
H -2.84 -2.99 1.14 0.320
O -2.17 -2.46 0.71 -0.662
H 2.97 -1.15 0.50 0.339
H 3.14 -1.49 -0.98 0.308
O 2.62 -0.95 -0.38 -0.677
```

Output
Frontier orbital gap: 9.08 eV
Electronic energy: -9319.9761 eV
Net charge: +1
ΔE to the lowest compared entry with this formula, charge and spin: 2.330 eV
HOMO: -12.36 eV